[1]
Density functional theory data (the ωB97M-V functional and the def2-TZVPD basis) for a 2-piece molecular cluster, C3H4N2S overall in a non-equilibrium geometry.

Cartesian coordinates (Å):
1 C -1.39 -0.18 -0.71
2 C -2.16 -0.90 -1.44
3 C 2.33 -0.02 0.33
4 N 1.17 1.45 1.73
5 N 1.69 0.68 0.99
6 S -3.12 -1.79 -2.29
7 H 2.66 -0.70 -0.40
8 H -0.35 -0.31 -0.50
9 H -1.77 0.66 -0.31
10 H 0.94 1.10 2.61

- ΔE to the lowest compared entry with this formula, charge and spin: 519.3 kJ/mol
- Frontier orbital gap: 8.7 eV
- Highest occupied orbital energy: -8.67 eV
- Energy: -16986.10951 eV



[2]
Density functional theory data (the ωB97M-V functional and the def2-TZVPD basis) for a 2-piece molecular cluster, C5H11NO overall.

Cartesian coordinates (Å):
1 C 3.02 0.65 -0.17
2 N 2.03 -0.28 0.29
3 C 1.32 -0.42 1.25
4 O 0.58 -0.66 2.13
5 C -1.19 -0.16 -0.76
6 C -1.75 -1.44 -0.14
7 C -1.55 1.08 0.05
8 H 2.55 1.46 -0.74
9 H 3.72 0.12 -0.82
10 H 3.57 1.08 0.67
11 H -0.11 -0.25 -0.85
12 H -1.57 -0.05 -1.79
13 H -1.45 -1.53 0.91
14 H -1.39 -2.33 -0.66
15 H -2.85 -1.45 -0.18
16 H -2.63 1.28 0.02
17 H -1.27 0.95 1.11
18 H -1.04 1.97 -0.33

- ΔE to the lowest compared entry with this formula, charge and spin: 87.7 kJ/mol
- Frontier orbital gap: 11.0 eV
- Highest occupied orbital energy: -10.32 eV
- Energy: -8900.78834 eV
- Structure (SMILES): CN=C=O.CCC



[3]
Density functional theory data (the ωB97M-V functional and the def2-TZVPD basis) for one molecule with the formula C5H6O.

Cartesian coordinates (Å):
1 C 0.89 -0.71 -1.20
2 C 0.56 0.65 -0.57
3 O 1.42 1.50 -0.55
4 C -0.81 0.97 0.08
5 C -1.02 -0.01 1.13
6 C -0.85 -0.73 2.08
7 H 1.77 -0.54 -1.83
8 H 0.08 -1.14 -1.81
9 H 1.18 -1.45 -0.45
10 H -1.61 1.04 -0.67
11 H -0.77 1.92 0.64
12 H -0.81 -1.36 2.93

- ΔE to the lowest compared entry with this formula, charge and spin: 173.2 kJ/mol
- Frontier orbital gap: 10.5 eV
- Highest occupied orbital energy: -9.64 eV
- Energy: -7327.48994 eV
- Structure (SMILES): C#CCC(C)=O



[4]
Density functional theory data (the ωB97M-V functional and the def2-TZVPD basis) for C27H34AsClN6NaO9 as an isolated structure.

Cartesian coordinates (Å):
1 Na -0.63 1.17 -0.55
2 C 2.21 4.74 0.64
3 C 1.12 4.07 0.06
4 N 0.50 3.06 0.63
5 C 0.92 2.67 1.86
6 C 2.01 3.27 2.50
7 C 2.66 4.33 1.86
8 C 2.45 2.77 3.78
9 C 1.83 1.73 4.37
10 C 0.68 1.12 3.76
11 C 0.00 0.05 4.36
12 C -1.08 -0.49 3.73
13 C -1.46 0.03 2.48
14 N -0.83 1.02 1.88
15 C 0.22 1.57 2.51
16 H 2.68 5.56 0.10
17 H 0.76 4.37 -0.92
18 H 3.52 4.80 2.33
19 H 3.31 3.24 4.24
20 H 2.18 1.33 5.31
21 H 0.36 -0.35 5.30
22 H -1.62 -1.33 4.15
23 H -2.29 -0.40 1.93
24 O 5.01 0.64 2.88
25 C 5.02 0.10 1.65
26 O 6.00 -0.47 1.25
27 C 3.82 0.35 0.80
28 C 3.74 1.20 -0.28
29 N 2.49 1.07 -0.77
30 N 1.75 0.21 -0.07
31 C 2.54 -0.24 0.90
32 C 2.11 -1.17 2.01
33 O 2.82 -1.11 3.03
34 O 1.08 -1.87 1.83
35 H 4.08 0.74 3.16
36 H 4.47 1.85 -0.74
37 H 2.06 1.58 -1.54
38 O -0.30 4.46 -2.86
39 Cl -0.29 3.07 -3.25
40 O -0.46 2.95 -4.66
41 O 0.98 2.47 -2.86
42 O -1.35 2.37 -2.56
43 C -1.49 -3.89 1.80
44 C -0.70 -3.96 0.50
45 O -0.46 -2.67 -0.05
46 H -1.67 -4.89 2.19
47 H -2.45 -3.39 1.65
48 H -0.91 -3.33 2.54
49 H -1.25 -4.53 -0.26
50 H 0.25 -4.47 0.67
51 H 0.16 -2.20 0.59
52 C 0.36 -0.35 -4.71
53 As 0.03 -0.98 -2.87
54 C 1.71 -1.96 -2.64
55 C -1.08 -2.53 -3.36
56 H 0.69 -1.17 -5.35
57 H 1.11 0.43 -4.68
58 H -0.56 0.08 -5.11
59 H 1.90 -2.62 -3.48
60 H 1.65 -2.53 -1.72
61 H 2.53 -1.24 -2.55
62 H -0.63 -3.09 -4.18
63 H -2.07 -2.18 -3.66
64 H -1.17 -3.17 -2.49
65 C -4.22 -3.29 -1.28
66 C -3.99 -1.82 -1.12
67 C -4.82 -0.73 -1.34
68 C -4.01 0.39 -1.05
69 N -2.80 0.01 -0.68
70 N -2.81 -1.33 -0.73
71 C -4.37 1.84 -1.16
72 H -5.29 -3.51 -1.23
73 H -3.71 -3.85 -0.50
74 H -3.85 -3.64 -2.24
75 H -5.84 -0.75 -1.66
76 H -1.94 -1.84 -0.48
77 H -5.45 1.97 -1.21
78 H -3.91 2.28 -2.05
79 H -3.99 2.39 -0.30

- ΔE to the lowest compared entry with this formula, charge and spin: 68.2 kJ/mol
- Charge: -1
- Frontier orbital gap: 8.0 eV
- Highest occupied orbital energy: -5.98 eV
- Energy: -133696.16338 eV



[5]
Density functional theory data (the ωB97M-V functional and the def2-TZVPD basis) for H14KO11P as an isolated structure in a non-equilibrium geometry.

Cartesian coordinates (Å):
1 K 0.25 -0.39 0.53
2 P -0.12 1.04 -2.45
3 O -0.74 2.28 -1.80
4 O -1.02 -0.26 -2.14
5 O 1.27 0.81 -1.73
6 O -0.06 1.15 -3.99
7 O -1.67 0.78 2.20
8 H -1.49 0.18 2.92
9 H -2.26 1.46 2.55
10 O 2.95 -0.62 -0.47
11 H 3.73 -0.69 -1.02
12 H 2.30 -0.05 -1.02
13 O -3.00 0.61 -0.47
14 H -2.33 0.33 -1.17
15 H -2.75 0.12 0.32
16 O 0.42 -2.36 -1.84
17 H 1.34 -2.09 -1.93
18 H -0.12 -1.53 -2.11
19 O -1.44 -2.43 1.01
20 H -1.92 -2.83 0.27
21 H -2.08 -2.37 1.72
22 O 0.89 -0.36 3.29
23 H 1.10 -0.99 3.99
24 H 1.38 0.44 3.50
25 O 1.83 2.47 0.33
26 H 2.08 3.33 -0.02
27 H 1.47 1.99 -0.47

- Charge: -2
- Frontier orbital gap: 2.4 eV
- Highest occupied orbital energy: 1.05 eV
- Energy: -48367.83785 eV



[6]
Density functional theory data (the ωB97M-V functional and the def2-TZVPD basis) for C10H20Cl10F8Mg2N4O16S8 as an isolated structure in a non-equilibrium geometry.

Cartesian coordinates (Å):
1 Mg 1.20 2.63 -0.32
2 Mg 0.94 -0.64 -4.24
3 N 0.79 1.11 -4.30
4 S -0.05 2.28 -3.35
5 O -1.08 3.12 -3.98
6 O 0.64 2.82 -2.17
7 F -0.91 1.11 -2.63
8 S 1.50 2.41 -4.88
9 O 2.50 3.05 -3.99
10 O 0.75 3.25 -5.83
11 F 2.46 1.61 -5.93
12 N -1.97 -3.27 -5.30
13 S -1.86 -2.33 -3.84
14 O -3.12 -2.24 -3.13
15 O -0.88 -1.24 -3.68
16 F -1.15 -3.60 -3.13
17 S -2.59 -2.02 -5.95
18 O -1.61 -0.94 -6.21
19 O -3.99 -1.60 -5.71
20 F -2.67 -2.71 -7.38
21 N 1.02 0.84 -0.41
22 S 1.87 -0.47 -1.05
23 O 1.32 -0.85 -2.39
24 O 2.66 -1.41 -0.20
25 F 3.04 0.49 -1.61
26 S 0.12 -0.15 0.36
27 O 0.70 -0.63 1.59
28 O -0.88 -0.96 -0.29
29 F -0.85 1.02 0.93
30 N 0.64 3.90 0.88
31 S 0.11 5.55 0.64
32 O 0.74 6.54 1.49
33 O -1.19 5.81 0.04
34 F 0.90 5.69 -0.74
35 S 0.23 4.09 2.41
36 O -1.14 4.46 2.80
37 O 1.27 4.44 3.40
38 F 0.26 2.52 2.68
39 Cl 4.72 -5.24 3.41
40 C 3.69 -3.87 3.90
41 C 3.62 -2.79 2.86
42 Cl 5.17 -1.92 2.72
43 H 4.10 -3.57 4.87
44 H 2.72 -4.28 4.17
45 H 2.80 -2.10 3.06
46 H 3.43 -3.18 1.86
47 Cl -4.93 0.19 0.86
48 C -4.66 -1.53 0.43
49 C -5.90 -2.18 -0.17
50 Cl -7.31 -2.09 0.96
51 H -4.45 -1.91 1.43
52 H -3.75 -1.56 -0.16
53 H -5.69 -3.23 -0.33
54 H -6.26 -1.70 -1.08
55 Cl 0.22 1.93 6.01
56 C 0.83 0.32 6.30
57 C 0.35 -0.67 5.26
58 Cl 0.77 -2.36 5.78
59 H 0.56 0.04 7.31
60 H 1.90 0.47 6.15
61 H 0.79 -0.49 4.28
62 H -0.74 -0.70 5.29
63 Cl -5.64 2.37 5.14
64 C -4.83 2.53 3.53
65 C -3.47 1.82 3.43
66 Cl -3.53 0.05 4.00
67 H -4.76 3.59 3.31
68 H -5.50 2.10 2.78
69 H -2.73 2.36 4.04
70 H -3.16 1.74 2.39
71 Cl 3.77 -0.82 -4.19
72 C 5.36 -1.51 -3.70
73 C 5.35 -3.06 -3.49
74 Cl 4.15 -3.29 -2.25
75 H 5.82 -0.99 -2.86
76 H 6.00 -1.18 -4.52
77 H 6.30 -3.27 -3.00
78 H 5.15 -3.67 -4.37

- Charge: -1
- Frontier orbital gap (spin up / spin down): 3.5 / 8.3 eV
- Highest occupied orbital energy (spin up / spin down): -4.77 / -8.48 eV
- Energy: -293945.58148 eV
- Multiplicity: 2



[7]
Density functional theory data (the ωB97M-V functional and the def2-TZVPD basis) for H18O9 as an isolated structure in a non-equilibrium geometry.

Cartesian coordinates (Å):
1 O -0.94 0.52 1.27
2 H -0.87 1.24 1.90
3 H -1.43 -0.15 1.74
4 O -1.17 0.28 -1.78
5 H -1.65 1.08 -1.99
6 H -1.79 -0.24 -1.26
7 O -1.44 2.21 0.01
8 H -2.13 2.59 0.56
9 H -1.22 1.39 0.44
10 O -0.03 -2.21 -1.41
11 H -0.80 -2.23 -0.84
12 H 0.44 -1.41 -1.16
13 O 0.46 -0.02 -0.35
14 H -0.09 0.31 -1.06
15 H 0.04 0.30 0.45
16 O -0.04 0.07 -3.61
17 H -0.25 0.11 -2.68
18 H 0.05 -0.87 -3.80
19 O 1.25 -1.55 2.08
20 H 1.22 -1.20 1.19
21 H 1.61 -0.84 2.61
22 O 1.07 0.63 2.74
23 H 1.47 1.46 2.45
24 H 0.20 0.63 2.35
25 O 2.26 -0.56 0.31
26 H 1.45 -0.16 -0.02
27 H 2.33 -1.39 -0.15

- ΔE to the lowest compared entry with this formula, charge and spin: 1132.2 kJ/mol
- Frontier orbital gap: 7.6 eV
- Highest occupied orbital energy: -8.76 eV
- Energy: -18710.40154 eV



[8]
Density functional theory data (the ωB97M-V functional and the def2-TZVPD basis) for C17H19N4NbO2 as an isolated structure in a non-equilibrium geometry.

Cartesian coordinates (Å):
1 Nb -1.14 -1.70 -1.70
2 O -1.93 0.52 4.82
3 C -1.23 -0.69 4.57
4 C -1.23 -1.02 3.10
5 C -1.19 -2.34 2.68
6 C -1.16 -2.60 1.33
7 N -1.14 -1.63 0.39
8 C -1.17 -0.32 0.76
9 C -1.21 -0.01 2.13
10 C -1.15 0.76 -0.32
11 C -1.14 2.13 -0.01
12 C -1.12 3.10 -1.02
13 C -1.12 4.56 -0.67
14 O -2.35 4.92 -0.05
15 C -1.12 2.68 -2.35
16 C -1.13 1.33 -2.60
17 N -1.14 0.39 -1.64
18 H -1.96 0.64 5.78
19 H -1.73 -1.48 5.14
20 H -0.20 -0.58 4.93
21 H -1.19 -3.17 3.39
22 H -1.13 -3.61 0.95
23 H -1.23 1.02 2.47
24 H -1.15 2.48 1.02
25 H -1.00 5.19 -1.56
26 H -0.30 4.79 0.02
27 H -3.03 4.30 -0.36
28 H -1.11 3.39 -3.17
29 H -1.13 0.94 -3.62
30 N 5.16 -1.87 -1.81
31 C 3.77 -1.71 -1.76
32 C 3.02 -1.68 -2.94
33 C 1.64 -1.65 -2.86
34 N 0.96 -1.70 -1.70
35 C 1.70 -1.78 -0.57
36 C 3.08 -1.81 -0.56
37 H 5.59 -1.48 -2.64
38 H 5.63 -1.58 -0.96
39 H 3.51 -1.67 -3.91
40 H 1.03 -1.61 -3.75
41 H 1.13 -1.84 0.35
42 H 3.61 -1.91 0.38
43 H -2.97 -1.70 -1.70

- Charge: +4
- Frontier orbital gap (spin up / spin down): 3.4 / 3.5 eV
- Highest occupied orbital energy (spin up / spin down): -21.07 / -21.07 eV
- Energy: -29493.11597 eV



[9]
Density functional theory data (the ωB97M-V functional and the def2-TZVPD basis) for a 2-piece molecular cluster, C5H10 overall in a non-equilibrium geometry.

Cartesian coordinates (Å):
1 C -0.60 -0.87 2.11
2 C 0.62 -0.93 1.58
3 H -0.88 -0.90 3.17
4 H -1.41 -0.85 1.42
5 H 1.48 -1.14 2.17
6 H 0.78 -0.84 0.47
7 C -0.17 -0.04 -2.14
8 C 0.62 0.79 -1.04
9 C -0.08 1.61 -0.12
10 H -0.77 -0.85 -1.70
11 H -0.86 0.54 -2.89
12 H 0.48 -0.51 -2.88
13 H 1.66 0.51 -0.95
14 H 0.14 1.22 0.92
15 H -1.02 2.25 -0.13

- ΔE to the lowest compared entry with this formula, charge and spin: 390.0 kJ/mol
- Frontier orbital gap: 9.3 eV
- Highest occupied orbital energy: -8.52 eV
- Energy: -5343.22391 eV
- Structure (SMILES): C=CC.C=C



[10]
Density functional theory data (the ωB97M-V functional and the def2-TZVPD basis) for C18H25BN5O9PS5Ta as an isolated structure.

Cartesian coordinates (Å):
1 Ta 0.55 0.28 0.12
2 O -0.35 -2.47 -1.98
3 S -0.62 -2.74 -0.59
4 O -1.84 -3.39 -0.25
5 O -0.53 -1.43 0.18
6 C 0.72 -3.74 0.04
7 C 0.39 -5.07 0.25
8 C 1.37 -5.98 0.63
9 C 2.68 -5.57 0.81
10 C 3.01 -4.23 0.62
11 C 2.04 -3.32 0.23
12 S 2.61 -1.64 0.14
13 O 1.92 -0.97 -1.01
14 O 4.02 -1.65 0.08
15 O 2.00 -0.89 1.28
16 H -0.63 -5.38 0.10
17 H 1.09 -7.01 0.79
18 H 3.44 -6.27 1.10
19 H 4.03 -3.89 0.76
20 C -3.65 -0.38 -0.07
21 N -3.47 0.63 0.96
22 C -4.25 0.76 2.08
23 C -3.77 1.82 2.77
24 N -2.70 2.33 2.07
25 B -1.91 3.61 2.47
26 N -0.39 3.30 2.74
27 C 0.44 4.35 3.06
28 C 1.66 3.85 3.36
29 N 1.58 2.49 3.22
30 C 2.67 1.55 3.46
31 C 0.33 2.18 2.82
32 S -0.17 0.53 2.53
33 C -2.54 1.59 0.98
34 S -1.35 1.88 -0.26
35 H -4.71 -0.61 -0.15
36 H -3.11 -1.29 0.18
37 H -3.29 0.00 -1.02
38 H -5.08 0.10 2.28
39 H -4.09 2.27 3.69
40 H -1.95 4.41 1.57
41 H -2.38 4.02 3.49
42 H 0.08 5.36 3.06
43 H 2.57 4.34 3.67
44 H 3.47 2.08 3.95
45 H 3.02 1.13 2.52
46 H 2.32 0.74 4.09
47 S 3.66 3.83 -0.18
48 C 2.64 2.66 -0.09
49 N 1.84 1.76 -0.01
50 C -1.86 -0.68 -4.08
51 O -1.50 0.14 -2.95
52 P 0.00 0.50 -2.54
53 O 0.93 -0.08 -3.67
54 C 1.41 -1.38 -4.05
55 O 0.16 2.05 -2.79
56 C -0.23 2.68 -4.02
57 H -1.38 -0.32 -4.99
58 H -2.94 -0.59 -4.17
59 H -1.59 -1.71 -3.88
60 H 2.20 -1.20 -4.77
61 H 0.60 -1.95 -4.51
62 H 1.79 -1.92 -3.19
63 H -1.27 2.98 -3.95
64 H -0.09 2.00 -4.87
65 H 0.40 3.55 -4.15

- ΔE to the lowest compared entry with this formula, charge and spin: 0.0 kJ/mol
- Charge: +1
- Frontier orbital gap: 7.2 eV
- Highest occupied orbital energy: -11.48 eV
- Energy: -110644.33641 eV



[11]
Density functional theory data (the ωB97M-V functional and the def2-TZVPD basis) for C39H60I3N4O6SSbY as an isolated structure.

Cartesian coordinates (Å):
1 Y -0.40 -0.07 -0.55
2 O -1.09 -2.54 2.86
3 C -0.50 -2.37 1.81
4 O -0.18 -1.22 1.31
5 C -0.19 -3.55 0.90
6 C -1.17 -3.46 -0.29
7 C -1.20 -4.76 -1.08
8 C 0.16 -4.70 -1.81
9 C 0.73 -3.37 -1.31
10 O -0.48 -2.57 -1.19
11 C 1.18 -3.49 0.15
12 C 2.07 -2.35 0.62
13 O 2.50 -2.29 1.74
14 O 2.40 -1.49 -0.36
15 H -0.33 -4.47 1.47
16 H -2.14 -3.04 -0.04
17 H -2.03 -4.77 -1.78
18 H -1.30 -5.63 -0.42
19 H 0.03 -4.67 -2.89
20 H 0.82 -5.53 -1.57
21 H 1.43 -2.87 -1.97
22 H 1.74 -4.42 0.32
23 I -3.66 -0.53 -4.87
24 C -4.27 -0.47 -2.88
25 C -5.63 -0.53 -2.55
26 C -6.05 -0.51 -1.25
27 I -8.10 -0.60 -0.85
28 C -5.10 -0.43 -0.19
29 C -5.40 -0.41 1.19
30 C -4.39 -0.35 2.11
31 C -3.06 -0.31 1.67
32 N -2.75 -0.31 0.39
33 C -3.73 -0.37 -0.54
34 C -3.27 -0.38 -1.91
35 O -2.02 -0.32 -2.16
36 H -6.36 -0.60 -3.35
37 H -6.44 -0.44 1.50
38 H -4.60 -0.34 3.17
39 H -2.24 -0.30 2.37
40 N 3.13 0.70 -0.53
41 C 2.11 -0.01 -0.31
42 H 3.98 0.14 -0.60
43 I -1.22 2.80 -0.78
44 C -0.95 3.88 5.10
45 C -1.07 3.45 3.64
46 C -2.43 2.80 3.40
47 C -0.99 4.70 2.76
48 Sb 0.42 1.95 2.94
49 C 2.27 3.15 2.79
50 C 3.45 2.19 2.85
51 C 2.46 4.24 3.84
52 C 2.23 3.78 1.39
53 C 0.77 0.74 4.76
54 C 1.50 1.43 5.91
55 C -0.59 0.23 5.24
56 C 1.58 -0.48 4.31
57 H -1.73 4.63 5.32
58 H 0.02 4.33 5.32
59 H -1.11 3.05 5.79
60 H -3.23 3.50 3.68
61 H -2.56 1.89 3.99
62 H -2.57 2.55 2.34
63 H -1.84 5.35 2.99
64 H -1.04 4.45 1.70
65 H -0.08 5.27 2.94
66 H 3.61 1.79 3.85
67 H 4.37 2.72 2.56
68 H 3.33 1.35 2.16
69 H 2.46 3.84 4.86
70 H 1.68 5.01 3.79
71 H 3.42 4.74 3.68
72 H 2.18 3.00 0.62
73 H 3.15 4.36 1.23
74 H 1.38 4.45 1.26
75 H 0.99 2.32 6.27
76 H 2.52 1.71 5.63
77 H 1.58 0.72 6.75
78 H -1.24 1.03 5.60
79 H -0.44 -0.47 6.07
80 H -1.10 -0.33 4.45
81 H 2.58 -0.21 3.97
82 H 1.09 -1.01 3.49
83 H 1.68 -1.17 5.15
84 C 4.92 2.64 -3.28
85 C 4.36 4.06 -3.44
86 C 2.87 4.11 -3.76
87 C 1.98 3.43 -2.71
88 N 1.85 1.99 -2.90
89 C 0.87 1.27 -3.45
90 S 0.90 -0.44 -3.24
91 N -0.14 1.77 -4.17
92 C -0.50 3.14 -4.52
93 C -1.50 3.14 -5.68
94 C -0.92 2.80 -7.05
95 C -0.47 1.35 -7.23
96 H 6.01 2.67 -3.19
97 H 4.67 2.02 -4.15
98 H 4.52 2.15 -2.39
99 H 4.91 4.58 -4.23
100 H 4.55 4.62 -2.52
101 H 2.69 3.65 -4.73
102 H 2.57 5.16 -3.84
103 H 1.00 3.88 -2.67
104 H 2.41 3.57 -1.72
105 H 2.47 1.43 -2.32
106 H -0.86 1.07 -4.33
107 H 0.39 3.69 -4.82
108 H -0.95 3.64 -3.66
109 H -1.93 4.15 -5.72
110 H -2.32 2.46 -5.44
111 H -0.07 3.47 -7.26
112 H -1.68 3.03 -7.80
113 H 0.39 1.10 -6.60
114 H -0.19 1.16 -8.26
115 H -1.27 0.66 -6.96

- ΔE to the lowest compared entry with this formula, charge and spin: 58.8 kJ/mol
- Charge: -1
- Frontier orbital gap: 7.1 eV
- Highest occupied orbital energy: -5.08 eV
- Energy: -102389.39477 eV